Entry from OMol25: C55H60MoN3O4PTe as an isolated structure (ωB97M-V with the def2-TZVPD basis set).

The net charge is -2. The multiplicity is 3. The LUMO energy is 2.38 eV. Its total energy is -3273.44818 a.u. Its expectation value of S² is 2.000.

```
125
Properties=species:S:1:pos:R:3:lowdin_spin:R:1
Mo 0.849 -0.232 3.434 0.000
C -3.536 3.995 -4.508 0.000
C -2.898 2.801 -4.048 0.000
C -8.975 -1.401 4.559 0.000
C -1.995 3.165 -3.018 0.000
C -2.447 3.853 -1.819 0.000
C -1.307 4.444 -1.130 0.000
C -0.022 4.343 -1.743 0.000
C 0.318 3.623 -2.774 0.000
C 1.465 4.121 -3.687 0.000
C 0.753 4.906 -4.813 0.000
C 2.554 3.316 -4.457 0.000
C -0.715 2.666 -3.234 0.000
N -0.578 1.565 -4.062 0.000
C 0.437 0.827 -4.634 0.000
C 1.465 0.014 -4.040 0.000
N 1.422 -0.703 -2.961 0.000
C 2.222 -1.768 -2.498 0.000
C 1.791 -3.090 -2.817 0.000
C 2.645 -4.209 -2.725 0.000
C 3.976 -3.898 -2.473 0.000
C 4.281 -2.772 -1.856 0.000
C 3.459 -1.588 -1.563 0.000
C 4.045 -0.249 -1.145 0.000
C 5.343 -0.118 -0.135 0.000
C 4.380 0.521 -2.454 0.000
C 0.411 -3.149 -3.659 0.000
C 0.592 -4.215 -4.903 0.000
C -0.844 -3.662 -2.887 0.000
C 2.379 -0.452 -5.191 0.000
C 3.439 -1.378 -5.294 0.000
C 3.767 -1.647 -6.615 0.000
C 3.357 -0.835 -7.670 0.000
C 2.279 0.047 -7.543 0.000
C 1.410 0.641 -8.555 0.000
C 0.129 1.043 -8.232 0.000
C -0.457 1.126 -6.946 0.000
C 0.501 0.728 -6.003 0.000
C 1.701 0.029 -6.359 0.000
H -4.053 4.153 -5.474 0.000
H -2.691 4.708 -4.653 0.000
H -4.169 4.308 -3.586 0.000
H 2.804 -6.734 8.398 0.999
H -10.093 -1.016 3.793 0.000
H -9.646 -0.119 6.500 0.000
H -8.819 -2.442 5.002 0.000
H -3.506 4.090 -1.761 0.000
H -1.348 5.299 -0.478 0.000
H 0.629 5.194 -1.731 0.000
H 2.051 4.731 -3.049 0.000
H 1.395 5.758 -5.157 0.000
H -0.178 5.426 -4.525 0.000
H 0.381 4.297 -5.647 0.000
H 2.838 2.309 -4.132 0.000
H 3.385 3.934 -4.462 0.000
H 2.128 3.123 -5.608 0.000
H 2.385 -5.095 -3.290 0.000
H 4.720 -4.575 -2.826 0.000
H 5.289 -2.560 -1.513 0.000
H 3.151 0.268 -0.634 0.000
H 6.215 -0.514 -0.728 0.000
H 5.165 -0.685 0.791 0.000
H 5.607 0.940 0.049 0.000
H 5.083 -0.124 -2.986 0.000
H 4.884 1.505 -2.437 0.000
H 3.466 0.571 -3.036 0.000
H 0.194 -2.083 -3.967 0.000
H -0.300 -4.859 -4.869 0.000
H 1.522 -4.755 -4.740 0.000
H 0.651 -3.806 -5.892 0.000
H -1.524 -2.985 -2.458 0.000
H -0.596 -4.452 -2.109 0.000
H -1.494 -4.312 -3.657 0.000
H 3.932 -1.777 -4.442 0.000
H 4.491 -2.479 -6.771 0.000
H 3.661 -1.132 -8.664 0.000
H 1.679 0.648 -9.605 0.000
H -0.470 1.362 -9.054 0.000
H -1.474 1.556 -6.851 0.000
O 2.731 -0.521 6.073 0.000
N 1.715 -1.161 5.920 0.000
C 1.147 -1.581 7.053 0.000
C -0.077 -2.319 6.886 0.000
C -0.604 -2.929 8.006 0.001
C -1.703 -3.741 7.977 0.000
C -2.040 -4.175 6.747 0.000
C -1.486 -3.530 5.582 0.000
C -0.724 -2.360 5.609 0.000
P -1.143 -0.861 4.792 0.000
C -8.670 -0.805 6.002 0.000
C -7.274 -1.024 6.664 0.000
C -6.052 -1.708 5.950 0.000
C -5.736 -1.763 4.650 0.000
C -6.652 -0.793 3.848 0.000
C -7.983 -0.941 3.579 0.000
C -1.478 0.124 6.402 0.000
C -0.698 1.286 6.384 0.000
C -0.654 2.281 7.357 0.000
C -1.582 2.075 8.360 0.000
C -2.296 0.897 8.496 0.000
C -2.274 -0.020 7.536 0.000
H 12.681 4.019 -0.597 1.000
H 1.436 -1.259 8.027 0.000
H 0.015 -2.654 8.889 0.000
H -2.092 -4.230 8.849 0.000
H -2.811 -4.900 6.540 0.000
H -2.000 -3.872 4.699 0.000
H -6.600 -0.723 7.498 0.000
H -5.369 -1.965 6.731 0.000
H -4.780 -1.935 4.078 0.000
H -6.200 -0.267 2.993 0.000
H -8.174 -0.542 2.552 0.000
H 0.063 1.381 5.564 0.000
H -0.028 3.208 7.565 0.000
H -1.645 2.724 9.207 0.000
H -2.976 0.839 9.327 0.000
H -2.972 -0.841 7.716 0.000
O 2.393 2.566 3.879 0.000
H -1.486 1.485 -4.585 0.000
H 1.453 2.740 4.100 0.000
O 4.678 2.628 3.037 0.000
H 5.563 2.604 3.463 0.000
H 4.770 1.863 2.383 0.000
Te 0.615 1.916 1.807 0.000
O 2.060 -1.295 3.125 0.000
```

***

Entry from OMol25: a 4-piece molecular cluster, C26H30BClN2O overall (ωB97M-V with the def2-TZVPD basis set).

The net charge is 0. The multiplicity is 1. The LUMO energy is 0.15 eV. Its total energy is -1678.55222 a.u. The SMILES is CC[C@H](Cl)[C@H](C#N)[C@H](C#N)B(C)O.c1ccccc1.c1ccccc1.c1ccccc1.

```
61
Properties=species:S:1:pos:R:3:mulliken_charge:R:1
C 1.852 2.050 -1.139 -1.197
C 0.968 3.303 -1.148 -0.676
C -0.206 3.176 -2.126 -0.340
Cl 0.130 4.148 -3.623 -0.183
C -1.557 3.674 -1.585 -0.048
C -1.442 5.069 -1.155 0.048
N -1.341 6.167 -0.826 -0.526
C -2.177 2.827 -0.412 0.414
C -1.496 1.570 -0.162 -0.012
N -1.020 0.534 0.011 -0.586
B -3.710 2.502 -0.796 0.007
C -4.063 1.360 -1.793 -0.894
O -4.708 3.238 -0.196 -0.536
H 2.529 2.046 -0.289 0.207
H 2.416 2.035 -2.073 0.354
H 1.259 1.140 -1.105 0.408
H 1.593 4.141 -1.441 0.541
H 0.578 3.519 -0.152 0.380
H -0.311 2.164 -2.507 0.538
H -2.253 3.659 -2.429 0.455
H -2.153 3.420 0.503 0.282
H -4.824 1.671 -2.508 0.306
H -4.537 0.576 -1.190 0.355
H -3.207 0.903 -2.286 0.361
H -4.785 4.153 -0.489 0.325
C 4.483 0.142 3.144 -0.500
C 3.828 0.221 1.923 -0.313
C 4.548 0.098 0.742 -0.189
C 5.921 -0.101 0.781 -0.599
C 6.576 -0.177 2.003 -0.329
C 5.856 -0.060 3.183 -0.407
H 3.922 0.228 4.066 0.387
H 2.756 0.373 1.890 0.426
H 4.036 0.154 -0.210 0.411
H 6.481 -0.198 -0.140 0.370
H 7.645 -0.337 2.036 0.378
H 6.364 -0.134 4.136 0.375
C 5.007 -4.820 4.964 -0.379
C 5.723 -5.852 4.375 -0.434
C 6.187 -5.720 3.073 -0.329
C 5.933 -4.555 2.362 -0.578
C 5.215 -3.524 2.950 0.061
C 4.752 -3.656 4.251 -0.446
H 4.647 -4.922 5.980 0.361
H 5.919 -6.761 4.930 0.356
H 6.746 -6.525 2.614 0.360
H 6.297 -4.450 1.347 0.371
H 5.013 -2.619 2.393 0.292
H 4.193 -2.851 4.709 0.377
C -7.541 -0.216 -2.053 -0.342
C -7.880 0.278 -3.305 -0.430
C -8.306 -0.589 -4.301 -0.389
C -8.390 -1.951 -4.045 -0.379
C -8.048 -2.445 -2.794 -0.358
C -7.623 -1.577 -1.797 -0.435
H -7.214 0.462 -1.274 0.524
H -7.814 1.340 -3.504 0.378
H -8.572 -0.204 -5.277 0.354
H -8.724 -2.627 -4.821 0.358
H -8.111 -3.507 -2.596 0.355
H -7.357 -1.962 -0.822 0.361
```

***

Entry from OMol25: C16H17N4OPdS as an isolated structure (ωB97M-V with the def2-TZVPD basis set).

The net charge is +1. The multiplicity is 3. The LUMO energy (alpha / beta) is -3.38 / -5.25 eV. Its total energy is -1440.01559 a.u. Its expectation value of S² is 2.011.

```
40
Properties=species:S:1:pos:R:3:lowdin_spin:R:1
Pd 1.627 -0.011 0.574 1.153
C 0.236 4.164 0.077 0.004
C 0.422 2.701 0.301 0.015
N 1.540 2.089 0.170 0.110
N 2.665 2.763 -0.177 0.042
C 3.753 2.075 0.028 0.050
N 4.929 2.604 -0.334 0.016
S 3.832 0.479 0.801 0.462
C -0.711 1.854 0.750 0.007
C -1.999 2.356 0.856 0.002
C -3.012 1.535 1.325 0.000
C -2.712 0.234 1.690 0.004
C -1.404 -0.199 1.558 0.006
N -0.432 0.581 1.094 0.069
H 1.186 4.628 -0.165 0.000
H -0.180 4.636 0.969 0.001
H -0.460 4.335 -0.747 0.000
H 4.946 3.530 -0.730 0.001
H 5.792 2.158 -0.083 0.003
H -2.207 3.379 0.578 0.001
H -4.022 1.912 1.410 0.000
H -3.467 -0.437 2.073 0.001
H -1.118 -1.205 1.835 0.001
C 0.766 -4.477 0.784 0.002
C 0.763 -3.045 0.354 0.002
O 1.575 -2.259 0.834 0.040
C -0.233 -2.575 -0.641 0.003
C 0.123 -1.570 -1.540 0.002
C -0.815 -1.058 -2.421 0.003
C -2.117 -1.542 -2.403 -0.001
C -2.471 -2.559 -1.526 0.004
C -1.528 -3.088 -0.659 -0.001
H 1.641 -4.674 1.397 0.000
H 0.744 -5.138 -0.083 0.000
H -0.132 -4.685 1.370 0.000
H 1.153 -1.228 -1.593 0.000
H -0.528 -0.294 -3.132 0.000
H -2.851 -1.140 -3.088 0.000
H -3.481 -2.947 -1.525 0.000
H -1.811 -3.884 0.018 0.000
```